1.
96
Properties=species:S:1:pos:R:3:forces:R:3 method="wB97M-V/def2-TZVPD" smiles="C=CC[C@]1(CCCCOC(C)=O)C[C@H](N(C)C(C)=O)NC1=O.c1ccccc1.c1ccccc1.c1ccccc1.c1ccccc1" multiplicity=1 e_homo_ev=-9.18 molar_mass_g_mol=622.85
C -2.7285 2.3167 -3.8381 -0.06 -0.34 -0.08
C -2.5266 1.0026 -4.0113 0.00 0.31 0.25
C -1.3153 0.2159 -3.5789 -1.10 0.71 0.68
C -0.5964 0.6853 -2.3253 1.72 -1.45 0.14
C -1.2537 0.4046 -0.9414 -0.53 -0.01 -0.68
C -2.5978 -0.3504 -0.9277 -0.39 0.80 1.16
C -3.4915 0.2742 0.1756 0.49 -0.16 -0.26
C -4.2863 1.4858 -0.2624 -0.22 -0.32 1.02
O -4.9673 1.2216 -1.4891 0.34 0.51 -0.47
C -5.6916 2.2578 -1.9508 -0.64 0.84 0.43
C -6.1828 2.1049 -3.3572 -0.23 -0.25 0.05
O -5.9622 3.2312 -1.2776 0.53 -0.60 -0.29
C 0.1426 2.0398 -2.3987 0.03 -1.00 0.16
C 1.2333 1.8555 -1.3473 -0.46 0.43 0.82
N 2.3328 2.8095 -1.3909 0.28 0.01 -0.16
C 3.1292 2.7517 -0.1672 0.05 0.17 0.39
C 1.8437 4.1465 -1.5988 -0.54 1.02 0.73
C 1.7853 4.6395 -3.0284 0.00 -1.04 0.27
O 1.5141 4.8637 -0.6674 0.60 -0.81 -0.88
N 1.6216 0.4684 -1.5172 0.43 -0.16 -0.66
C 0.7073 -0.2026 -2.2963 -0.29 -0.34 -0.34
O 0.8734 -1.2702 -2.8571 0.00 0.68 0.61
H -3.1931 2.9040 -4.6196 -1.08 -0.13 0.41
H -2.4517 2.8546 -2.9430 0.99 0.22 -0.30
H -3.2780 0.4359 -4.5550 0.51 0.16 -1.06
H -1.5464 -0.8431 -3.5286 0.11 -0.15 0.19
H -0.6174 0.3386 -4.4065 0.09 -0.14 -0.16
H -0.5632 -0.1919 -0.3510 0.13 0.03 0.17
H -1.3475 1.3440 -0.3981 -0.19 0.20 -0.07
H -3.1716 -0.2863 -1.8446 0.24 -0.27 -0.31
H -2.4373 -1.3758 -0.6121 0.03 -0.29 -0.48
H -4.1285 -0.4690 0.6479 -0.23 -0.13 -0.20
H -2.8158 0.6263 0.9551 -0.10 0.00 0.31
H -5.0274 1.6958 0.5063 -0.12 0.16 0.03
H -3.6624 2.3764 -0.3097 0.05 0.10 -0.52
H -5.3980 2.3401 -4.0675 0.19 -0.05 0.00
H -6.9966 2.8048 -3.4943 -0.11 0.11 -0.03
H -6.5425 1.0984 -3.5527 0.08 -0.16 0.00
H -0.4979 2.8993 -2.2713 0.11 0.29 -0.01
H 0.6939 1.9953 -3.3398 -0.31 0.66 -0.36
H 0.8154 1.9445 -0.3350 -0.26 0.10 -0.01
H 3.8198 1.9140 -0.1664 0.00 -0.19 -0.20
H 3.7076 3.6645 -0.0852 0.20 0.05 -0.03
H 2.5232 2.6926 0.7414 -0.17 -0.03 0.00
H 2.1276 5.6623 -3.0890 -0.08 0.21 0.02
H 0.7555 4.5383 -3.3594 -0.15 0.33 -0.14
H 2.3804 3.9760 -3.6468 0.15 0.13 -0.18
H 2.5955 0.2404 -1.6430 0.06 -0.07 0.11
C -7.0968 -2.2690 -2.1137 0.00 -0.02 0.03
C -7.6657 -3.5032 -1.8310 0.00 0.00 -0.02
C -7.8783 -3.8837 -0.5134 0.00 0.00 0.00
C -7.5191 -3.0315 0.5216 0.02 0.00 0.01
C -6.9438 -1.8006 0.2380 0.00 -0.01 -0.01
C -6.7325 -1.4167 -1.0797 -0.08 -0.05 0.00
H -6.9357 -1.9709 -3.1423 0.01 -0.01 -0.01
H -7.9436 -4.1692 -2.6378 -0.01 0.00 0.00
H -8.3242 -4.8450 -0.2927 0.00 0.00 0.00
H -7.6872 -3.3274 1.5491 0.01 0.00 0.00
H -6.6593 -1.1379 1.0463 -0.02 0.01 0.01
H -6.2851 -0.4581 -1.2992 -0.02 -0.11 0.01
C 5.2314 0.8970 4.0660 -0.01 -0.03 -0.02
C 6.3266 1.4400 4.7233 0.02 0.00 0.02
C 6.4593 2.8173 4.8318 -0.01 0.00 -0.01
C 5.4982 3.6533 4.2794 0.02 0.00 -0.01
C 4.4074 3.1110 3.6150 -0.03 -0.01 -0.04
C 4.2731 1.7324 3.5097 0.01 0.03 -0.02
H 5.1260 -0.1773 3.9861 0.02 -0.01 -0.01
H 7.0775 0.7880 5.1509 0.00 -0.01 0.00
H 7.3122 3.2400 5.3471 0.00 0.00 0.01
H 5.6001 4.7274 4.3659 0.00 0.00 0.00
H 3.6603 3.7629 3.1794 -0.01 0.01 0.01
H 3.4208 1.3085 2.9931 -0.01 0.00 0.01
C -1.0011 -5.8571 1.9069 0.01 0.01 0.01
C -1.5890 -5.3144 3.0412 -0.01 -0.01 0.00
C -1.6390 -3.9374 3.2066 -0.01 0.01 0.00
C -1.0977 -3.1035 2.2384 0.02 0.00 -0.05
C -0.5026 -3.6466 1.1069 -0.02 0.08 0.00
C -0.4556 -5.0233 0.9405 0.00 -0.02 0.00
H -0.9677 -6.9309 1.7759 0.01 -0.01 0.00
H -2.0091 -5.9655 3.7969 -0.01 0.00 0.00
H -2.0998 -3.5142 4.0899 0.00 0.00 0.00
H -1.1383 -2.0287 2.3656 0.01 0.01 0.01
H -0.0752 -2.9959 0.3533 0.00 -0.01 -0.02
H 0.0061 -5.4462 0.0578 0.00 0.01 -0.01
C 7.9088 -3.3657 2.0153 0.00 0.00 0.00
C 9.0040 -2.8237 2.6728 0.00 -0.01 0.01
C 9.1371 -1.4460 2.7813 -0.01 0.00 0.00
C 8.1763 -0.6103 2.2296 0.02 0.02 -0.01
C 7.0849 -1.1526 1.5653 -0.01 -0.01 -0.01
C 6.9500 -2.5298 1.4591 -0.01 0.00 0.00
H 7.8022 -4.4398 1.9356 0.00 0.00 -0.01
H 9.7546 -3.4752 3.1014 0.00 0.00 0.01
H 9.9901 -1.0235 3.2967 0.01 0.00 0.00
H 8.2774 0.4639 2.3171 -0.01 0.01 0.00
H 6.3377 -0.5002 1.1314 -0.01 0.01 0.02
H 6.0977 -2.9526 0.9429 0.00 0.00 0.00

---

2.
107
Properties=species:S:1:pos:R:3:forces:R:3 method="wB97M-V/def2-TZVPD" multiplicity=1 e_homo_ev=-0.47 charge=-2 molar_mass_g_mol=1318.22
Na 1.1020 0.4340 -0.8410 0.17 -0.78 -0.56
Te 4.8567 -0.0587 0.5997 0.15 0.08 0.20
Te 4.6449 2.1279 -0.9022 0.14 -0.04 0.06
Te 1.3684 5.2835 -2.5193 0.10 -0.04 -0.01
Te -0.6093 3.7101 -1.6406 -0.05 0.19 0.12
C 2.6676 -4.4416 -3.0780 -0.04 -0.06 -0.03
N 2.5785 -3.3733 -4.0659 0.04 -0.04 -0.04
C 3.9137 -3.1408 -4.6020 0.00 -0.03 -0.06
N 4.9156 -2.8290 -3.5923 0.06 -0.03 -0.06
C 4.9244 -3.9035 -2.6046 0.08 -0.07 0.01
N 3.6239 -4.1906 -2.0088 0.01 -0.07 0.03
C 3.1859 -3.0810 -1.1557 0.14 0.07 0.17
P 3.0574 -1.4384 -2.0205 -0.39 -0.26 -0.30
C 2.0655 -2.1409 -3.4506 -0.14 0.05 -0.05
C 4.6613 -1.5317 -2.9600 0.14 0.15 0.19
H 2.9698 -5.3587 -3.5968 -0.01 0.03 0.01
H 1.6797 -4.5977 -2.6374 0.01 -0.01 -0.01
H 3.8677 -2.3190 -5.3207 0.00 0.00 0.00
H 4.2323 -4.0497 -5.1255 -0.01 0.02 0.01
H 5.6272 -3.6444 -1.8099 0.00 -0.01 0.00
H 5.2726 -4.8148 -3.1047 0.00 0.03 0.02
H 3.8810 -2.9753 -0.3196 -0.03 0.02 -0.01
H 2.2044 -3.3187 -0.7320 0.02 0.00 -0.01
H 2.0076 -1.3740 -4.2281 -0.02 0.00 0.01
H 1.0393 -2.3226 -3.1128 0.03 0.00 -0.01
H 5.4780 -1.2950 -2.2737 -0.05 0.00 -0.03
H 4.6406 -0.7544 -3.7304 0.02 -0.01 0.01
C 0.6447 0.5903 -5.9148 -0.02 -0.06 0.01
C -0.2510 0.0038 -5.0273 0.23 0.20 -0.14
C -0.0853 0.2792 -3.6826 -0.30 -0.07 0.03
N 0.8635 1.0639 -3.1841 0.31 -0.54 -0.12
C 1.7366 1.5972 -4.0378 -0.12 0.22 0.08
C 1.6511 1.3995 -5.4110 -0.02 -0.05 0.00
H 0.5703 0.4023 -6.9794 -0.02 0.03 -0.01
H -1.0345 -0.6657 -5.3563 -0.02 0.02 -0.02
H -0.7541 -0.1729 -2.9574 0.04 0.00 -0.01
H 2.5016 2.2299 -3.6027 -0.01 0.00 0.02
H 2.3712 1.8788 -6.0604 -0.01 0.00 -0.03
C -4.5662 -1.9159 -2.6289 0.00 -0.01 -0.01
C -5.1578 -0.7288 -1.8779 -0.03 0.03 -0.04
C -4.4326 0.5845 -2.1648 0.00 0.00 0.01
C -3.0195 0.6536 -1.5958 0.04 0.00 0.01
N -3.0086 0.5644 -0.1463 -0.08 -0.04 0.03
C -2.4136 -0.3957 0.5937 0.07 -0.15 -0.08
Se -1.5727 -1.9215 -0.0311 0.03 0.04 -0.07
N -2.5446 -0.0522 1.8973 -0.06 -0.01 0.03
C -2.0056 -0.7617 3.0413 0.13 0.00 -0.03
C -3.0973 -1.3977 3.8946 -0.01 0.00 -0.02
C -3.7993 -2.5710 3.2130 -0.01 0.01 0.03
C -2.9227 -3.8144 3.1240 0.00 -0.02 -0.01
C -3.1690 1.1765 1.9888 -0.08 0.19 0.00
C -3.4958 1.9673 3.0812 0.03 -0.03 -0.09
C -4.1093 3.1834 2.8173 -0.03 -0.03 -0.02
C -4.3599 3.6013 1.5087 -0.05 -0.04 0.01
C -4.0243 2.8127 0.4180 0.04 -0.05 0.00
C -3.4428 1.5812 0.6843 -0.11 0.08 0.11
H -5.1893 -2.8048 -2.5186 -0.01 -0.02 0.02
H -3.5740 -2.1642 -2.2537 0.05 0.00 0.00
H -4.4856 -1.6950 -3.6964 -0.01 0.00 -0.03
H -5.1349 -0.9250 -0.8015 -0.01 -0.02 0.01
H -6.2118 -0.6136 -2.1491 0.00 0.01 0.00
H -5.0195 1.4213 -1.7778 0.00 -0.02 0.00
H -4.3579 0.7318 -3.2471 0.01 0.02 0.01
H -2.5143 1.5856 -1.8683 -0.02 -0.06 -0.05
H -2.4085 -0.1708 -1.9581 -0.11 0.01 0.08
H -1.4078 -0.0487 3.6142 -0.01 -0.01 0.02
H -1.3289 -1.5159 2.6417 0.00 0.00 0.02
H -3.8293 -0.6317 4.1640 0.00 0.00 0.00
H -2.6366 -1.7361 4.8279 0.00 -0.01 0.01
H -4.1076 -2.2709 2.2069 -0.01 -0.01 -0.01
H -4.7149 -2.8062 3.7643 0.01 0.01 0.00
H -2.0828 -3.6530 2.4491 0.03 0.01 -0.01
H -3.4844 -4.6676 2.7404 -0.02 0.00 -0.02
H -2.5311 -4.0844 4.1080 0.00 -0.01 0.03
H -3.2481 1.6693 4.0900 -0.01 -0.01 0.03
H -4.3646 3.8373 3.6406 0.00 0.01 0.02
H -4.7999 4.5749 1.3388 0.02 0.02 -0.01
H -4.1689 3.1644 -0.5937 0.03 0.01 0.01
N 1.2526 0.6581 2.7600 -0.06 0.03 0.05
C 1.9142 -0.0141 3.7517 -0.01 -0.06 0.02
C 2.9744 0.5926 4.4389 -0.01 0.02 -0.01
C 3.5907 -0.0520 5.4921 0.06 0.03 0.05
C 3.1840 -1.3173 5.9019 0.01 -0.03 0.01
C 2.1494 -1.9322 5.2116 -0.01 -0.05 0.03
C 1.5224 -1.2984 4.1526 0.00 0.00 -0.02
H 0.6823 0.1441 2.1060 -0.05 0.03 -0.02
H 1.7300 1.4299 2.3184 0.05 -0.05 -0.02
H 3.3148 1.5689 4.1175 0.01 0.02 -0.01
H 4.4145 0.4399 5.9964 0.00 0.00 0.00
H 3.6769 -1.8192 6.7245 0.00 0.00 0.01
H 1.8263 -2.9286 5.4922 0.01 -0.01 0.00
H 0.7374 -1.8075 3.6081 -0.04 0.00 -0.03
O -0.4590 1.4145 0.3448 -0.01 0.12 0.61
C 0.2986 2.4571 0.3280 0.12 0.56 -0.08
N 1.7096 2.2602 0.0567 -0.23 0.43 -0.25
C 2.3862 3.2595 0.5064 -0.13 0.05 0.10
O 3.6883 3.4025 0.3736 0.02 0.10 0.04
C 1.5486 4.1743 1.2944 0.10 -0.05 -0.07
C 1.8419 5.3041 2.0423 -0.03 0.03 0.04
C 0.8179 5.8786 2.7769 0.02 0.01 -0.01
C -0.4687 5.3217 2.7547 -0.03 -0.01 0.02
C -0.7605 4.2070 1.9901 -0.10 0.03 0.02
C 0.2576 3.6432 1.2345 -0.01 -0.10 0.06
H 2.8450 5.7107 2.0501 0.00 0.01 0.00
H 1.0090 6.7618 3.3750 0.00 0.00 0.00
H -1.2537 5.7789 3.3485 0.01 0.00 0.01
H -1.7590 3.7912 1.9600 0.06 0.04 -0.01

---

Which value of multiplicity does entry 1 give? 1